A structure of composition C10H19F6N2O4PbSbSe4. Source: OMol25; level of theory: ωB97M-V/def2-TZVPD.

## Properties
energy above the lowest of the compared OMol25 structures with the same formula, charge and spin: 0.118 eV
2S+1: 2
charge: -1
HOMO-LUMO gap (spin up / spin down): 7.49 / 5.66 eV

Positions of all 47 atoms, in Å:
Pb1 1.0952 1.4017 1.4553
Se1 2.3569 1.1070 4.7184
Se2 4.5311 1.4617 4.4659
Se3 4.8800 1.9721 2.1830
Se4 3.6749 0.3128 1.0970
C1 2.1545 3.4330 -2.5894
C2 1.3290 3.1511 -1.3481
C3 -0.1562 3.3738 -1.5821
O1 1.4565 1.7574 -0.9956
C4 1.7806 4.0590 -0.1802
O2 1.9467 5.2415 -0.4239
O3 1.8829 3.4973 0.9683
H1 1.8002 2.8202 -3.4202
H2 3.2086 3.2090 -2.4072
H3 2.0767 4.4862 -2.8453
H4 -0.5046 2.7542 -2.4095
H5 -0.3327 4.4232 -1.8107
H6 -0.7354 3.1142 -0.6933
H7 2.3940 1.5164 -0.9820
F1 -1.7503 0.9532 1.7314
Sb1 -3.5046 0.2558 1.4558
F2 -3.2804 0.5344 -0.4034
F3 -4.2193 1.9864 1.6412
F4 -5.2120 -0.4824 1.1521
F5 -3.6661 -0.0456 3.3094
F6 -2.7127 -1.4613 1.2561
C5 0.9441 -2.9526 2.0207
N1 0.1395 -2.9721 0.8125
C6 -0.7653 -4.0816 0.5749
C7 -1.1305 -4.1403 -0.8942
C8 -1.6462 -2.7884 -1.3395
N2 -0.6715 -1.7605 -1.0188
C9 -0.8107 -0.4676 -1.6716
C10 0.1447 -1.8455 0.0573
O4 0.9247 -0.9232 0.3550
H8 0.7831 -3.8904 2.5491
H9 0.6577 -2.1288 2.6756
H10 2.0049 -2.8441 1.7932
H11 -1.6697 -3.9831 1.1860
H12 -0.2601 -5.0028 0.8753
H13 -1.8944 -4.9011 -1.0573
H14 -0.2470 -4.4124 -1.4779
H15 -2.6009 -2.5621 -0.8586
H16 -1.8017 -2.7773 -2.4205
H17 -1.7510 -0.4634 -2.2200
H18 0.0228 -0.2668 -2.3457
H19 -0.8661 0.3321 -0.9389

A structure of composition C10H19FHfO3S at a distorted geometry. Source: OMol25; level of theory: ωB97M-V/def2-TZVPD.

## Properties
2S+1: 1
charge: +4
HOMO-LUMO gap: 2.49 eV

Positions of all 35 atoms, in Å:
C1 4.6187 -1.0737 0.0194
C2 3.3762 -0.2041 0.5850
C3 2.2094 -0.1610 -0.5422
C4 0.9933 0.8813 -0.2123
C5 0.8075 1.1137 1.3142
O1 -0.3380 1.9029 1.6709
S1 -1.7074 1.1367 1.2955
O2 -2.8686 1.8551 1.6826
O3 -1.6784 -0.1673 1.9230
C6 -1.6456 0.9752 -0.5508
C7 -2.9202 0.3466 -1.1267
C8 -3.1291 -1.1299 -0.9182
C9 -4.0336 -1.4966 0.5238
F1 -3.2941 -2.3568 1.1518
C10 -0.2759 0.3171 -0.9600
H1 4.8679 -0.8022 -1.0329
H2 5.5138 -0.9481 0.6455
H3 4.2836 -2.1236 -0.0099
H4 3.0537 -0.7219 1.4971
H5 3.8055 0.8150 0.9084
H6 1.8226 -1.1879 -0.5928
H7 2.6363 0.1577 -1.5589
H8 1.2563 1.8409 -0.7052
H9 0.8234 0.1791 1.8962
H10 1.6878 1.6921 1.6596
H11 -1.6145 2.0175 -0.9306
H12 -3.8049 0.9411 -0.8102
H13 -2.8589 0.5035 -2.2563
H14 -3.7910 -1.5040 -1.7373
H15 -2.2230 -1.7450 -0.9457
H16 -4.1973 -0.5635 1.0891
H17 -4.9596 -2.0161 0.2024
H18 -0.2632 -0.7765 -0.8583
H19 -0.1498 0.5368 -2.0380
Hf1 3.9970 1.7657 -0.2780

A cluster of 2 separate species, C10H19FIN3O5PS in total at a distorted geometry. Source: OMol25; level of theory: ωB97M-V/def2-TZVPD.

## Properties
energy above the lowest of the compared OMol25 structures with the same formula, charge and spin: 4.765 eV
2S+1: 1
charge: -1
HOMO-LUMO gap: 2.57 eV

Positions of all 41 atoms, in Å:
N1 5.5460 -3.2515 -4.3128
C1 4.5375 -2.4770 -4.6568
O1 3.6892 -1.2444 -4.7762
N2 3.1307 -1.0779 -3.5649
P1 1.3536 -0.9539 -3.6233
O2 0.7949 -2.6250 -3.8499
I1 0.5347 0.3044 -5.5694
S1 3.8755 0.1983 -2.6353
O3 5.4463 0.0718 -2.7132
O4 3.5444 1.6350 -3.1045
F1 3.4781 -0.0891 -0.9564
H1 0.1556 -2.7844 -3.0871
C2 -3.4206 1.3657 1.5692
C3 -1.9196 1.5322 1.2451
C4 -1.1142 1.6846 2.5620
C5 -0.9967 0.4186 3.4039
C6 -1.0641 -0.8681 2.5908
C7 -0.6833 -0.7150 1.0959
N3 -1.5574 0.3115 0.5007
O5 -1.3178 0.5163 -0.8501
C8 -0.9872 -2.0832 0.4272
C9 0.8336 -0.4464 0.9701
C10 -1.7570 2.8841 0.4917
H2 -4.0177 1.2949 0.6543
H3 -3.8023 2.2190 2.1433
H4 -3.6168 0.4641 2.1567
H5 -0.1009 2.0339 2.3281
H6 -1.5512 2.4788 3.1857
H7 -0.0531 0.4553 3.9626
H8 -1.7902 0.4012 4.1602
H9 -0.4362 -1.6283 3.0739
H10 -2.0883 -1.2570 2.6604
H11 -2.0617 -2.3025 0.4483
H12 -0.4760 -2.8998 0.9523
H13 -0.6569 -2.1154 -0.6179
H14 1.4076 -1.2605 1.4320
H15 1.1469 0.4815 1.4576
H16 1.1522 -0.3904 -0.0762
H17 -2.1047 3.7204 1.1124
H18 -2.3452 2.9177 -0.4317
H19 -0.7078 3.0806 0.2410

An isolated molecule of C10H19N3O5 at a distorted geometry. Source: OMol25; level of theory: ωB97M-V/def2-TZVPD.

## Properties
energy above the lowest of the compared OMol25 structures with the same formula, charge and spin: 1.165 eV
2S+1: 1
structure (SMILES): NCCCC[C@H](NC(=O)[C@@H](N)CC(=O)O)C(=O)O
charge: 0
HOMO-LUMO gap: 9.82 eV

Positions of all 37 atoms, in Å:
N1 4.4679 -1.7598 -3.3302
C1 3.1259 -1.1206 -3.1484
C2 2.8893 -0.7648 -1.7030
C3 1.5107 -0.3447 -1.1820
C4 0.4435 -1.5401 -1.2597
C5 -0.9722 -1.0888 -0.8730
N2 -0.9874 -0.6151 0.5358
C6 -1.8277 0.4008 0.8278
O1 -2.7189 0.7768 0.0447
C7 -1.5761 0.9338 2.2053
N3 -0.1870 0.7506 2.5642
C8 -2.0731 2.4132 2.2584
C9 -2.0076 3.0870 3.5967
O2 -1.8040 2.4698 4.6319
O3 -2.2730 4.4046 3.6111
C10 -2.0125 -2.1909 -1.0777
O4 -1.8483 -3.2752 -1.5183
O5 -3.2288 -1.9146 -0.5394
H1 5.1776 -1.1885 -2.8878
H2 4.3985 -2.5902 -2.7409
H3 2.3730 -1.8284 -3.4821
H4 3.0422 -0.2801 -3.7854
H5 3.2806 -1.6111 -1.0265
H6 3.5941 0.0551 -1.5935
H7 1.6470 -0.0392 -0.1577
H8 1.0499 0.4747 -1.7893
H9 0.2125 -1.8557 -2.3142
H10 0.7005 -2.4011 -0.6789
H11 -1.3033 -0.2745 -1.4356
H12 -0.2808 -0.8627 1.2787
H13 -2.2498 0.3705 2.8565
H14 -0.2015 0.6632 3.5944
H15 0.2777 1.6567 2.4726
H16 -1.5911 3.0757 1.4977
H17 -3.1037 2.3370 1.9822
H18 -2.6859 4.6781 2.8171
H19 -3.2584 -1.0016 -0.2515

An isolated molecule of C10H19NO at a distorted geometry. Source: OMol25; level of theory: ωB97M-V/def2-TZVPD.

## Properties
energy above the lowest of the compared OMol25 structures with the same formula, charge and spin: 0.000 eV
2S+1: 3
charge: 0
HOMO-LUMO gap (spin up / spin down): 6.17 / 7.32 eV

Positions of all 31 atoms, in Å:
C1 1.4836 -0.8983 0.7855
C2 -0.6542 0.3799 0.7702
C3 2.0240 -0.3308 -0.5874
C4 1.6306 -0.9019 -1.7313
C5 2.8814 1.9677 0.1831
C6 -1.6444 -1.1555 -0.9760
C7 -2.7079 0.9598 -0.4041
C8 -2.8134 -0.9106 1.3487
C9 3.1642 0.5529 -0.3924
C10 -1.9568 -0.2218 0.1839
N1 0.1972 -0.6718 1.1807
O1 2.2208 -1.6654 1.4127
H1 -0.2569 1.0359 -0.0361
H2 1.0878 -1.8397 -1.6750
H3 2.1144 -0.5717 -2.7146
H4 -0.8819 1.0985 1.5601
H5 2.5111 2.6082 -0.5731
H6 3.8558 2.4658 0.1961
H7 2.3146 2.0607 1.1190
H8 -2.4659 -1.3002 -1.7059
H9 -1.0263 -2.0356 -0.5557
H10 -0.7548 -0.7359 -1.5429
H11 -2.1805 1.2485 -1.3705
H12 -3.7366 0.5794 -0.7439
H13 -2.8042 1.9465 0.2069
H14 -2.1059 -1.3112 2.1524
H15 -3.4045 -1.7387 1.0222
H16 -3.5230 -0.2018 1.7534
H17 3.8066 0.0936 0.3671
H18 3.7868 0.6125 -1.2427
H19 -0.1614 -1.1193 2.0095

A cluster of 2 separate species, C10H19O5 in total at a distorted geometry. Source: OMol25; level of theory: ωB97M-V/def2-TZVPD.

## Properties
energy above the lowest of the compared OMol25 structures with the same formula, charge and spin: 9.318 eV
2S+1: 1
charge: -1
HOMO-LUMO gap: 4.50 eV

Positions of all 34 atoms, in Å:
C1 -1.6467 3.8380 2.5555
C2 -1.1806 2.4535 1.8112
C3 0.4188 2.3589 1.4572
O1 0.5961 1.3769 0.3760
C4 0.2878 0.0049 0.8067
O2 1.1057 -0.6006 1.9096
C5 0.6818 -2.0114 1.9447
O3 0.2698 -2.8062 2.9353
C6 0.7363 -2.5171 0.3862
C7 -0.6690 -3.3507 0.2341
C8 0.4117 -1.1235 -0.4178
C9 1.2668 -0.7345 -1.7612
O4 0.6111 -1.2091 -3.0245
C10 -0.4904 -0.2618 -3.3858
H1 -1.6338 4.7961 1.8674
H2 -2.7908 3.6855 2.8574
H3 -1.0660 4.0220 3.5748
H4 -1.8161 2.2343 0.8251
H5 -1.4140 1.5286 2.5288
H6 0.7530 3.4112 1.0029
H7 1.1172 2.1812 2.3928
H8 -0.8046 -0.2444 1.2068
H9 1.7359 -3.0944 0.1916
H10 -1.5183 -2.7126 0.7346
H11 -0.9656 -3.4623 -0.9040
H12 -0.6515 -4.4014 0.7873
H13 -0.7068 -1.2759 -0.7433
H14 2.3187 -1.2966 -1.7131
H15 1.5350 0.4114 -1.8595
H16 -0.5704 -0.0947 -4.5511
H17 -0.3401 0.8051 -2.9024
H18 -1.4924 -0.7160 -2.9413
O5 3.2492 -0.3660 -4.3760
H19 2.6622 -0.8283 -3.8060

The ion C10H20BN2O with charge +1 at a distorted geometry. Source: OMol25; level of theory: ωB97M-V/def2-TZVPD.

## Properties
2S+1: 1
structure (SMILES): CCC[N+]1=C[C@@H](OC)N2CCCB[C@H]21
charge: +1
HOMO-LUMO gap: 8.40 eV

Positions of all 34 atoms, in Å:
C1 3.5490 -0.6800 -1.9046
C2 3.4811 -0.4595 -0.4393
C3 2.4979 -1.0305 0.5201
N1 1.1025 -0.6100 0.0383
C4 0.3152 -1.1986 -0.8580
C5 -0.9070 -0.3935 -1.0482
O1 -1.8824 -1.1192 -0.2570
C6 -3.2568 -1.2356 -0.8038
N2 -0.5029 0.9348 -0.5038
C7 -1.4267 1.9280 -0.0321
C8 -2.3681 1.6964 1.1107
C9 -1.6383 1.1983 2.3915
B1 -0.5726 0.1765 1.9237
C10 0.4232 0.6073 0.6305
H1 2.7057 -0.2883 -2.4990
H2 3.5264 -1.8021 -2.0289
H3 4.4632 -0.1875 -2.3425
H4 4.4628 -0.8257 -0.0316
H5 3.4352 0.6556 -0.0775
H6 2.7013 -0.5323 1.4288
H7 2.5969 -2.1808 0.5634
H8 0.2583 -2.1295 -1.2420
H9 -1.1308 -0.3994 -2.0979
H10 -3.7195 -1.9438 -0.0707
H11 -2.9463 -1.7322 -1.6697
H12 -3.6997 -0.2467 -0.9580
H13 -1.9705 2.2188 -0.9796
H14 -0.6927 2.7523 0.1583
H15 -3.0138 2.5821 1.2546
H16 -2.8798 0.7991 0.6701
H17 -1.2592 2.0163 2.9924
H18 -2.3477 0.7555 3.0223
H19 -0.3091 -0.8196 2.3078
H20 1.0052 1.4939 0.8317

The ion C10H20BN2O6 with charge -1. Source: OMol25; level of theory: ωB97M-V/def2-TZVPD.

## Properties
energy above the lowest of the compared OMol25 structures with the same formula, charge and spin: 0.000 eV
2S+1: 1
charge: -1
HOMO-LUMO gap: 8.50 eV

Positions of all 39 atoms, in Å:
C1 3.4622 1.1918 1.7583
O1 2.2926 1.5479 1.0799
C2 1.4107 0.4336 0.8428
B1 0.8711 0.4119 -0.6872
C3 -0.0637 1.7222 -1.1025
C4 -0.3964 2.6554 0.0341
O2 -1.4733 3.6012 -0.2909
C5 -2.6920 3.0864 -0.5025
C6 -3.1284 1.9523 0.4044
O3 -3.4217 3.5399 -1.3450
C7 -0.0176 -0.9453 -0.9313
C8 0.6063 -2.2647 -0.5802
O4 1.7859 -2.5022 -0.6415
N1 -0.2571 -3.3186 -0.0783
C9 -1.6166 -3.3271 -0.5877
C10 -0.2140 -3.3800 1.3727
O5 2.1604 0.4512 -1.5355
N2 2.0487 -0.0739 -2.7346
O6 3.0780 -0.0548 -3.3528
H1 4.0432 2.1020 1.9190
H2 3.2431 0.7391 2.7369
H3 4.0608 0.4873 1.1685
H4 0.5968 0.4950 1.5851
H5 1.9474 -0.5007 1.0506
H6 -0.9956 1.3763 -1.5704
H7 0.4553 2.2937 -1.8767
H8 0.4442 3.2958 0.2838
H9 -0.6841 2.1206 0.9399
H10 -4.2143 1.9417 0.4324
H11 -2.7118 2.0443 1.4042
H12 -2.7815 1.0078 -0.0196
H13 -0.3806 -0.9951 -1.9637
H14 -0.9232 -0.8383 -0.3172
H15 -1.6046 -3.4265 -1.6722
H16 -2.2090 -2.4432 -0.3134
H17 -2.1259 -4.2034 -0.1816
H18 -0.6842 -2.5055 1.8528
H19 -0.7326 -4.2774 1.7156
H20 0.8212 -3.4407 1.7036

A structure of composition C10H20BO5P. Source: OMol25; level of theory: ωB97M-V/def2-TZVPD.

## Properties
2S+1: 1
charge: 0
HOMO-LUMO gap: 10.80 eV

Positions of all 37 atoms, in Å:
C1 5.4276 2.2330 0.7890
C2 4.4234 2.3024 0.1381
C3 3.1984 2.3863 -0.6539
C4 2.2318 1.2594 -0.2566
C5 1.1214 1.0541 -1.2893
O1 0.7357 -0.3290 -1.4474
P1 0.1370 -1.0986 -0.1973
O2 1.1158 -1.5389 0.8104
O3 -0.5671 -2.3371 -0.8606
B1 -0.2274 -3.5677 -0.1852
C6 -1.0974 -4.0875 1.0077
O4 0.8108 -4.2990 -0.6877
O5 -0.9619 -0.1585 0.4498
C7 -2.0822 0.3082 -0.3461
C8 -3.1357 -0.7852 -0.5257
C9 -2.6839 1.5201 0.3990
C10 -1.6954 2.3032 1.2590
H1 6.2247 2.0670 1.4732
H2 2.7486 3.3722 -0.5195
H3 3.4372 2.2795 -1.7151
H4 1.8024 1.4251 0.7320
H5 2.7988 0.3303 -0.1891
H6 0.2414 1.6519 -1.0501
H7 1.4810 1.3575 -2.2718
H8 -1.8617 -3.3523 1.2655
H9 -1.5521 -5.0574 0.8150
H10 -0.4252 -4.1544 1.8657
H11 1.5852 -3.7388 -0.8257
H12 -1.7501 0.6386 -1.3332
H13 -2.9841 -1.3768 -1.4248
H14 -4.1054 -0.2915 -0.6276
H15 -3.1908 -1.4127 0.3622
H16 -3.1660 2.1772 -0.3249
H17 -3.4635 1.1300 1.0592
H18 -1.3082 1.7047 2.0790
H19 -2.2159 3.1554 1.7015
H20 -0.8630 2.6999 0.6746

A cluster of 5 separate species, C10H20Br10 in total at a distorted geometry. Source: OMol25; level of theory: ωB97M-V/def2-TZVPD.

## Properties
energy above the lowest of the compared OMol25 structures with the same formula, charge and spin: 2.355 eV
2S+1: 1
structure (SMILES): BrCCBr.BrCCBr.BrCCBr.BrCCBr.BrCCBr
charge: 0
HOMO-LUMO gap: 10.11 eV

Positions of all 40 atoms, in Å:
Br1 -3.9995 1.2110 4.7366
C1 -5.4348 0.8954 3.4453
C2 -6.3354 2.1112 3.1489
Br2 -7.4845 2.6680 4.7546
H1 -6.1389 0.2586 3.9809
H2 -4.9673 0.6190 2.5003
H3 -6.9727 2.0358 2.2679
H4 -5.7692 3.0148 2.9229
Br3 1.9620 1.8309 -1.9487
C3 0.6689 0.2852 -1.8437
C4 -0.2504 0.4011 -0.5695
Br4 0.6514 -0.3083 0.9876
H5 1.1797 -0.6773 -1.8723
H6 0.1017 0.4979 -2.7499
H7 -1.2776 0.0602 -0.6991
H8 -0.3911 1.4340 -0.2508
Br5 3.4577 -4.1251 -0.2618
C5 4.7995 -4.5736 0.9597
C6 5.1957 -3.3815 1.9549
Br6 6.2261 -4.0889 3.5929
H9 5.6434 -5.0615 0.4722
H10 4.4034 -5.3749 1.5835
H11 4.2024 -3.0550 2.2628
H12 5.7188 -2.6580 1.3296
Br7 -6.0248 -2.6334 -6.7315
C7 -4.7684 -2.8593 -5.2607
C8 -4.3042 -1.4698 -4.8234
Br8 -5.8157 -0.3760 -4.1953
H13 -3.9499 -3.5196 -5.5470
H14 -5.2036 -3.5193 -4.5102
H15 -3.6713 -0.9626 -5.5516
H16 -3.6562 -1.6915 -3.9754
Br9 3.1805 5.3114 1.2841
C9 4.7350 4.0959 1.7589
C10 5.8718 4.1686 0.6996
Br10 7.2414 2.9472 1.2782
H17 4.2673 3.1252 1.9233
H18 5.0946 4.4802 2.7134
H19 6.2474 5.1673 0.4771
H20 5.5669 3.7168 -0.2443

A cluster of 3 separate species, C10H20BrN2O3 in total at a distorted geometry. Source: OMol25; level of theory: ωB97M-V/def2-TZVPD.

## Properties
energy above the lowest of the compared OMol25 structures with the same formula, charge and spin: 2.298 eV
2S+1: 1
charge: -1
HOMO-LUMO gap: 4.80 eV

Positions of all 36 atoms, in Å:
N1 2.2715 2.0378 -4.5669
N2 1.6337 1.2623 -5.6043
C1 2.2112 0.0263 -5.5505
C2 1.8270 -0.7845 -4.2529
O1 0.9053 -0.6352 -3.5500
Br1 3.1238 -2.3471 -3.8076
H1 3.1663 2.4127 -4.8827
H2 1.6736 2.7982 -4.3033
H3 1.8340 -0.5705 -6.3740
H4 3.3138 0.0128 -5.5855
C3 0.2803 -2.5773 0.5866
C4 0.9468 -1.9991 -0.6596
C5 0.9806 -0.5168 -0.3343
O2 1.1004 -0.4215 1.0999
C6 0.8638 -1.7019 1.6867
H5 0.4808 -3.6372 0.7413
H6 -0.8035 -2.4396 0.5321
H7 1.9625 -2.3858 -0.7586
H8 0.4177 -2.2090 -1.5840
H9 0.0530 -0.0214 -0.6392
H10 1.8153 0.0008 -0.8029
H11 1.8191 -2.1026 2.0471
H12 0.1926 -1.5872 2.5414
C7 -2.4283 1.9001 2.4753
C8 -2.8244 2.1945 3.9194
C9 -3.0488 0.7922 4.4694
O3 -2.1566 -0.0666 3.7615
C10 -1.6029 0.6322 2.6343
H13 -1.8718 2.7047 1.9986
H14 -3.3195 1.6996 1.8756
H15 -1.9964 2.6770 4.4440
H16 -3.7041 2.8302 4.0141
H17 -4.0767 0.4555 4.2891
H18 -2.8439 0.7178 5.5388
H19 -0.5553 0.8610 2.8441
H20 -1.6406 -0.0124 1.7572

A cluster of 5 separate species, C10H20Cl10 in total at a distorted geometry. Source: OMol25; level of theory: ωB97M-V/def2-TZVPD.

## Properties
energy above the lowest of the compared OMol25 structures with the same formula, charge and spin: 0.000 eV
2S+1: 2
charge: +1
HOMO-LUMO gap (spin up / spin down): 10.66 / 2.49 eV

Positions of all 40 atoms, in Å:
Cl1 -3.0579 -2.2471 -0.0449
C1 -4.5128 -1.3368 0.4151
C2 -4.3650 0.1713 0.7153
Cl2 -3.5065 0.4000 2.2202
H1 -4.9653 -1.9450 1.1984
H2 -5.1852 -1.4159 -0.4392
H3 -5.3033 0.6987 0.8872
H4 -3.7758 0.6377 -0.0743
Cl3 2.7237 -3.5052 -0.6268
C3 2.7844 -1.7461 -0.9890
C4 3.6048 -0.9333 0.0068
Cl4 5.2282 -1.5818 0.1194
H5 1.7568 -1.3907 -0.9125
H6 3.1837 -1.6280 -1.9963
H7 3.1211 -1.0126 0.9803
H8 3.6545 0.1017 -0.3314
Cl5 1.5464 2.7521 1.6945
C5 -0.0387 2.7548 0.9030
C6 -0.5857 1.4367 0.6055
Cl6 0.3124 0.7275 -0.7583
H9 0.0274 3.4141 0.0376
H10 -0.6857 3.3545 1.5432
H11 -1.6370 1.4293 0.3176
H12 -0.4871 0.6989 1.4017
Cl7 -1.7352 -5.1463 1.2707
C7 -0.4306 -3.9247 1.3564
C8 -0.5710 -3.0838 2.6649
Cl8 0.6004 -1.6759 2.6410
H13 -0.5113 -3.2653 0.4923
H14 0.5018 -4.4868 1.3038
H15 -0.2468 -3.6350 3.5475
H16 -1.5589 -2.6453 2.8055
Cl9 1.5841 3.6990 -4.8866
C9 1.0745 3.7401 -3.2119
C10 2.3030 3.4177 -2.3204
Cl10 2.9603 1.7904 -2.6144
H17 0.2951 2.9899 -3.0785
H18 0.6927 4.7553 -3.1038
H19 2.1016 3.4968 -1.2521
H20 3.1029 4.1390 -2.4875